DFT (wB97M-V/def2-TZVPD) results for a 11-piece molecular cluster, C39H66O27 overall in a non-equilibrium geometry.

Properties
* SMILES string: COC(=O)OC.COC(=O)OC.COC(=O)OC.COC(=O)OC.COC(=O)OC.O=C1CCCO1.O=C1CCCO1.O=C1CCCO1.O=C1CCCO1.O=C1CCCO1.O=C1CCCO1

Cartesian coordinates (Å):
C1 3.50 0.91 6.70
O1 4.24 -0.02 7.46
C2 4.74 0.25 8.65
O2 4.74 1.38 9.17
O3 5.30 -0.83 9.20
C3 5.76 -0.87 10.56
H1 4.21 1.71 6.50
H2 2.66 1.31 7.27
H3 3.20 0.47 5.75
H4 5.74 -1.88 10.96
H5 5.14 -0.28 11.24
H6 6.78 -0.50 10.59
C4 3.52 2.50 -4.56
O4 3.62 3.84 -4.98
C5 4.56 4.60 -4.51
O5 5.60 4.26 -3.90
O6 4.25 5.90 -4.81
C6 4.94 6.96 -4.31
H7 2.70 1.92 -4.96
H8 3.51 2.31 -3.48
H9 4.33 1.90 -4.97
H10 5.98 6.93 -4.64
H11 4.89 6.94 -3.22
H12 4.64 7.94 -4.69
C7 0.06 5.32 -1.99
O7 0.80 6.38 -1.31
C8 0.50 7.70 -1.56
O8 -0.51 8.12 -2.12
O9 1.42 8.38 -0.94
C9 1.46 9.82 -1.00
H13 -1.02 5.47 -1.91
H14 0.35 4.36 -1.56
H15 0.41 5.39 -3.03
H16 1.68 10.13 -2.02
H17 2.12 10.33 -0.30
H18 0.49 10.28 -0.78
C10 -2.90 9.22 1.67
O10 -3.17 7.80 1.68
C11 -4.27 7.34 1.05
O11 -5.19 8.05 0.54
O12 -4.17 5.99 1.00
C12 -5.02 5.18 0.17
H19 -1.88 9.40 1.98
H20 -3.61 9.77 2.29
H21 -3.02 9.51 0.62
H22 -4.63 4.16 0.12
H23 -5.13 5.57 -0.84
H24 -6.00 5.04 0.64
C13 0.11 -3.28 -10.05
O13 0.84 -4.01 -9.12
C14 1.14 -3.56 -7.86
O14 1.00 -2.42 -7.40
O15 1.56 -4.62 -7.13
C15 1.92 -4.50 -5.75
H25 0.71 -2.39 -10.24
H26 -0.86 -2.98 -9.67
H27 -0.01 -3.71 -11.04
H28 1.12 -4.01 -5.19
H29 2.81 -3.90 -5.61
H30 2.10 -5.46 -5.25
O16 -3.14 -1.27 1.24
C16 -1.97 -1.14 0.93
C17 -0.99 -0.19 1.46
C18 0.35 -0.62 0.84
C19 -0.06 -1.68 -0.18
O17 -1.43 -1.93 0.00
H31 -1.20 0.83 1.13
H32 -0.96 -0.23 2.55
H33 0.91 0.25 0.50
H34 1.08 -1.04 1.53
H35 0.17 -1.35 -1.19
H36 0.49 -2.61 0.00
O18 5.25 3.02 1.61
C20 6.18 3.68 1.16
C21 6.06 5.15 0.80
C22 7.56 5.46 0.75
C23 8.30 4.09 0.46
O19 7.47 3.13 1.00
H37 5.56 5.27 -0.17
H38 5.57 5.83 1.49
H39 7.89 6.16 -0.02
H40 7.78 5.87 1.74
H41 8.42 3.84 -0.59
H42 9.36 4.03 0.74
O20 0.67 -2.93 5.91
C24 1.10 -4.02 5.59
C25 2.40 -4.63 6.17
C26 2.28 -5.99 5.60
C27 1.48 -5.90 4.28
O21 0.59 -4.81 4.57
H43 3.08 -3.98 5.62
H44 2.48 -4.48 7.25
H45 3.27 -6.44 5.51
H46 1.76 -6.72 6.22
H47 2.10 -5.67 3.42
H48 0.79 -6.73 4.12
O22 -4.03 -7.26 -1.79
C28 -3.41 -8.01 -1.10
C29 -2.39 -7.52 -0.10
C30 -2.06 -8.73 0.74
C31 -2.69 -9.87 -0.05
O23 -3.54 -9.32 -1.06
H49 -1.45 -7.24 -0.58
H50 -2.61 -6.66 0.54
H51 -0.99 -8.86 0.87
H52 -2.39 -8.59 1.77
H53 -1.92 -10.48 -0.51
H54 -3.21 -10.51 0.66
O24 -3.62 0.85 -3.51
C32 -4.13 -0.14 -4.00
C33 -3.57 -1.05 -5.03
C34 -4.34 -2.35 -4.73
C35 -5.71 -1.80 -4.26
O25 -5.36 -0.59 -3.60
H55 -3.83 -0.73 -6.04
H56 -2.48 -1.12 -4.94
H57 -4.57 -2.97 -5.59
H58 -3.86 -2.86 -3.89
H59 -6.42 -1.61 -5.06
H60 -6.04 -2.45 -3.44
O26 -6.09 -5.76 3.30
C36 -6.91 -5.06 2.73
C37 -7.32 -5.14 1.24
C38 -8.73 -4.46 1.37
C39 -8.64 -3.54 2.59
O27 -7.74 -4.23 3.41
H61 -6.59 -4.58 0.64
H62 -7.43 -6.15 0.84
H63 -9.04 -3.88 0.49
H64 -9.47 -5.23 1.59
H65 -8.20 -2.57 2.36
H66 -9.63 -3.36 3.02

---

DFT (wB97M-V/def2-TZVPD) results for a 7-piece molecular cluster, C39H67FO10 overall in a non-equilibrium geometry.

Properties
* SMILES string: CCOCCOC[C@@H]1OC(=O)[C@H](c2ccccc2)[C@H]1F.C1CCOC1.C1CCOC1.C1CCOC1.C1CCOC1.C1CCOC1.C1CCOC1

Cartesian coordinates (Å):
C1 -2.95 0.56 -7.60
C2 -2.46 0.91 -6.19
O1 -1.07 1.22 -6.22
C3 -0.61 1.31 -4.86
C4 0.29 2.56 -4.67
O2 -0.45 3.59 -4.03
C5 -0.21 3.66 -2.63
C6 -1.42 3.16 -1.80
O3 -1.47 3.91 -0.58
C7 -1.71 3.13 0.55
O4 -1.60 3.51 1.68
C8 -2.18 1.78 -0.03
C9 -1.92 0.50 0.75
C10 -3.00 -0.14 1.36
C11 -2.82 -1.31 2.05
C12 -1.59 -1.91 2.16
C13 -0.51 -1.30 1.56
C14 -0.68 -0.11 0.88
C15 -1.17 1.74 -1.23
F1 -1.59 0.65 -1.96
H1 -2.59 -0.45 -7.84
H2 -2.53 1.30 -8.29
H3 -4.04 0.55 -7.60
H4 -3.04 1.78 -5.83
H5 -2.68 0.06 -5.52
H6 -0.08 0.39 -4.58
H7 -1.49 1.49 -4.24
H8 0.56 2.88 -5.69
H9 1.21 2.27 -4.13
H10 -0.08 4.73 -2.39
H11 0.71 3.16 -2.30
H12 -2.36 3.18 -2.37
H13 -3.23 1.87 -0.32
H14 -3.97 0.35 1.25
H15 -3.70 -1.78 2.50
H16 -1.47 -2.85 2.68
H17 0.48 -1.75 1.63
H18 0.21 0.31 0.43
H19 -0.13 1.79 -0.91
C16 1.65 -4.02 5.93
C17 0.69 -5.20 5.98
C18 -0.57 -4.61 5.37
O5 -0.14 -3.62 4.43
C19 1.26 -3.36 4.62
H20 2.70 -4.30 5.96
H21 1.45 -3.34 6.77
H22 1.07 -6.01 5.35
H23 0.53 -5.59 6.98
H24 -1.19 -4.12 6.13
H25 -1.18 -5.36 4.86
H26 1.80 -3.80 3.78
H27 1.43 -2.28 4.62
C20 -0.54 -3.01 -11.58
C21 -2.01 -3.40 -11.56
C22 -2.37 -3.13 -10.10
O6 -1.54 -2.06 -9.66
C23 -0.51 -1.83 -10.63
H28 -0.17 -2.76 -12.58
H29 0.07 -3.83 -11.19
H30 -2.58 -2.73 -12.21
H31 -2.20 -4.42 -11.86
H32 -2.16 -4.00 -9.47
H33 -3.42 -2.85 -9.97
H34 -0.74 -0.89 -11.15
H35 0.45 -1.72 -10.12
C24 5.65 -0.65 6.03
C25 4.35 -0.27 6.71
C26 3.33 -0.53 5.62
O7 3.85 -1.60 4.82
C27 5.22 -1.83 5.18
H36 6.46 -0.90 6.72
H37 5.99 0.17 5.39
H38 4.17 -0.93 7.56
H39 4.33 0.76 7.08
H40 3.21 0.35 4.97
H41 2.35 -0.80 6.01
H42 5.27 -2.77 5.74
H43 5.81 -1.94 4.27
C28 -1.37 5.69 4.13
C29 -1.45 7.21 4.19
C30 -1.51 7.46 5.69
O8 -0.79 6.40 6.32
C31 -0.52 5.37 5.35
H44 -0.95 5.31 3.21
H45 -2.37 5.26 4.25
H46 -0.53 7.64 3.78
H47 -2.29 7.63 3.65
H48 -2.55 7.43 6.05
H49 -1.08 8.42 5.98
H50 0.55 5.41 5.11
H51 -0.74 4.40 5.78
C32 -0.74 -9.96 6.75
C33 0.31 -10.17 5.68
C34 -0.25 -9.37 4.52
O9 -1.00 -8.29 5.09
C35 -1.16 -8.52 6.49
H52 -0.38 -10.12 7.76
H53 -1.59 -10.63 6.58
H54 1.26 -9.74 6.00
H55 0.48 -11.22 5.43
H56 -0.94 -9.98 3.92
H57 0.52 -8.98 3.86
H58 -0.51 -7.82 7.03
H59 -2.19 -8.32 6.78
C36 1.60 6.43 -4.59
C37 1.28 7.83 -4.08
C38 2.65 8.49 -4.08
O10 3.40 7.88 -5.13
C39 2.71 6.72 -5.60
H60 0.75 5.91 -5.03
H61 2.00 5.82 -3.78
H62 0.62 8.34 -4.79
H63 0.80 7.84 -3.11
H64 3.17 8.30 -3.13
H65 2.60 9.57 -4.24
H66 2.29 6.95 -6.59
H67 3.41 5.89 -5.71

---

DFT (wB97M-V/def2-TZVPD) results for C39H68BBr2LaN9O3SSi4 as an isolated structure in a non-equilibrium geometry.

Properties
* total charge: +1
* energy above the lowest of the compared OMol25 structures with the same formula, charge and spin: 0.0 kcal per mole

Cartesian coordinates (Å):
La1 11.70 12.80 11.74
C1 11.86 8.37 11.60
C2 10.61 9.11 11.14
C3 9.27 8.71 11.10
C4 8.58 9.71 10.47
C5 7.14 9.64 10.03
N1 9.42 10.77 10.24
N2 10.65 10.40 10.69
B1 9.09 12.15 9.64
N3 10.13 12.68 8.61
N4 11.30 13.17 9.12
C6 11.97 13.70 8.12
C7 13.30 14.33 8.32
C8 11.20 13.53 6.91
C9 10.10 12.82 7.29
C10 8.90 12.47 6.51
N5 9.04 13.15 10.93
N6 9.08 12.70 12.25
C11 8.78 13.78 13.01
C12 8.56 13.69 14.51
C13 8.67 14.90 12.21
C14 8.85 14.49 10.95
C15 8.79 15.33 9.74
H1 11.61 7.79 12.56
H2 12.68 9.03 11.69
H3 12.10 7.61 10.83
H4 8.90 7.73 11.32
H5 6.95 9.51 8.99
H6 6.61 10.52 10.38
H7 6.63 8.72 10.48
H8 7.96 12.10 9.16
H9 13.38 14.53 9.40
H10 13.38 15.28 7.89
H11 14.14 13.77 8.01
H12 11.47 13.75 5.91
H13 8.15 13.20 6.74
H14 8.41 11.54 6.77
H15 9.18 12.45 5.43
H16 7.65 14.28 14.67
H17 9.34 14.21 15.06
H18 8.38 12.61 14.80
H19 8.50 15.91 12.44
H20 9.79 15.57 9.33
H21 8.32 16.33 9.84
H22 8.29 14.85 8.87
Br1 16.60 12.55 9.37
C16 15.70 11.12 10.25
Br2 13.84 10.83 9.70
H23 15.79 11.38 11.28
H24 16.16 10.18 9.98
O1 14.11 13.22 12.57
H25 14.11 14.11 12.13
H26 14.83 13.28 13.26
O2 12.45 14.88 11.23
H27 14.36 16.48 13.90
H28 12.61 15.79 11.20
O3 11.73 14.30 13.98
H29 12.25 15.03 13.55
H30 11.00 14.69 14.44
N7 16.49 13.24 16.76
C17 15.47 13.40 15.87
N8 15.89 13.19 14.67
C18 17.26 12.85 14.81
C19 18.19 12.53 13.77
C20 19.47 12.22 14.13
C21 19.88 12.46 15.49
C22 19.02 12.81 16.55
C23 17.63 12.93 16.14
H31 16.30 13.31 17.76
H32 14.43 13.63 16.19
H33 17.78 12.54 12.75
H34 20.15 12.17 13.31
H35 20.95 12.49 15.80
H36 19.37 12.77 17.61
S1 10.92 8.94 15.63
C24 10.58 9.99 14.30
N9 11.60 10.64 13.82
C25 12.84 10.16 14.39
C26 14.18 10.44 14.02
C27 15.20 9.79 14.65
C28 14.92 8.90 15.71
C29 13.67 8.68 16.15
C30 12.63 9.24 15.40
H37 9.57 10.33 14.03
H38 14.46 11.13 13.24
H39 16.25 9.98 14.42
H40 15.77 8.30 16.14
H41 13.40 8.12 17.01
C31 14.01 18.43 17.55
Si1 13.23 18.65 15.83
C32 11.62 17.71 15.84
C33 12.99 20.49 15.54
Si2 14.62 17.83 14.02
Si3 14.02 18.92 11.94
C34 12.18 19.31 11.89
C35 14.90 20.58 11.90
C36 14.45 17.92 10.33
Si4 16.86 17.85 14.61
C37 17.86 16.63 13.64
C38 17.18 17.65 16.47
C39 17.52 19.45 13.96
H42 13.38 19.02 18.29
H43 15.00 18.87 17.61
H44 14.02 17.39 17.88
H45 10.99 18.31 16.55
H46 11.74 16.62 16.03
H47 11.09 17.92 14.91
H48 13.08 21.07 16.45
H49 12.04 20.63 14.99
H50 13.82 20.87 14.93
H51 11.52 18.42 11.88
H52 12.03 19.97 11.00
H53 11.91 19.78 12.83
H54 14.90 21.03 12.85
H55 14.40 21.37 11.24
H56 15.91 20.59 11.44
H57 13.84 17.03 10.14
H58 15.47 17.65 10.29
H59 14.30 18.74 9.52
H60 17.46 16.43 12.60
H61 17.90 15.66 14.07
H62 18.85 17.10 13.51
H63 18.16 17.25 16.63
H64 16.42 17.01 16.97
H65 17.04 18.67 16.81
H66 17.72 19.34 12.88
H67 18.45 19.67 14.45
H68 16.85 20.35 14.13

---

Calculated HOMO energy, -9.884; -9.053; -10.413 eV (same order as the records).